{
  "formula": "C49H51Cl2N4O7PSSiW",
  "method": "wB97M-V/def2-TZVPD",
  "fmax_ha_per_bohr": 0.0251,
  "e_lumo_ev": [-0.658, -0.819],
  "gap_ev": [6.340, 6.474],
  "e_homo_ev": [-7.00, -7.29],
  "elements": ["W", "Cl", "C", "C", "C", "N", "C", "O", "C", "C", "C", "C", "C", "N", "C", "C", "C", "Cl", "N", "C", "O", "C", "C", "C", "C", "C", "N", "H", "H", "H", "H", "H", "H", "H", "H", "H", "H", "C", "C", "C", "C", "O", "Si", "S", "O", "C", "C", "C", "C", "O", "C", "C", "C", "C", "H", "H", "H", "H", "H", "H", "H", "H", "H", "H", "H", "H", "H", "H", "H", "H", "H", "H", "H", "H", "H", "H", "H", "H", "H", "H", "H", "O", "C", "O", "C", "C", "C", "C", "C", "C", "P", "C", "C", "C", "C", "C", "C", "C", "C", "C", "C", "C", "C", "H", "H", "H", "H", "H", "H", "H", "H", "H", "H", "H", "H", "H", "H"],
  "xyz": [[0.0754, -1.2850, 0.1246], [-2.8731, -6.4734, 3.8513], [-1.7662, -5.2649, 3.3025], [-2.1150, -4.4765, 2.2179], [-1.2634, -3.4697, 1.7830], [-1.4705, -2.6118, 0.6913], [-2.5599, -2.8211, -0.1111], [-3.6117, -3.3461, 0.1902], [-2.3106, -2.3455, -1.4898], [-3.2253, -2.5785, -2.5007], [-2.9644, -2.1124, -3.7704], [-1.7867, -1.4000, -3.9651], [-0.9267, -1.2262, -2.9077], [-1.1508, -1.7029, -1.6745], [-0.0499, -3.2460, 2.4527], [0.3035, -4.0657, 3.5200], [-0.5570, -5.0652, 3.9473], [-0.0882, -6.0352, 5.2987], [0.6616, -2.1262, 1.9748], [1.7592, -1.6907, 2.6577], [2.3416, -2.2255, 3.5869], [2.1838, -0.3638, 2.1885], [3.2324, 0.2883, 2.8121], [3.5723, 1.5636, 2.4256], [2.8014, 2.1445, 1.4262], [1.7858, 1.4245, 0.8410], [1.4679, 0.1618, 1.1715], [-3.0539, -4.6485, 1.7227], [-4.1268, -3.1154, -2.2404], [-3.6457, -2.2869, -4.5917], [-1.5409, -0.9763, -4.9288], [-0.0277, -0.6478, -3.0354], [1.2386, -3.9251, 4.0264], [3.7487, -0.2418, 3.6004], [4.3864, 2.1062, 2.8863], [3.0022, 3.1534, 1.0906], [1.1889, 1.8595, 0.0561], [-3.4630, 1.5494, 3.4420], [-2.0999, 0.8620, 3.4240], [-1.0680, 1.6784, 4.1994], [-2.2291, -0.5142, 4.0456], [-1.6468, 0.6808, 2.0399], [-1.7077, 1.8546, 0.8851], [-0.7763, 0.9370, -0.7883], [-0.8745, 3.1201, 1.4658], [-0.7402, 4.4977, 1.0921], [-0.3410, 4.6053, -0.3784], [-2.0584, 5.2266, 1.3417], [0.3543, 5.0640, 1.9907], [-3.1870, 2.4108, 0.5118], [-4.1992, 2.0992, -0.4652], [-4.4549, 0.5951, -0.4905], [-5.4469, 2.8450, -0.0092], [-3.7627, 2.6078, -1.8376], [-3.8145, 1.6369, 4.4703], [-4.1865, 0.9567, 2.8794], [-3.4088, 2.5465, 3.0033], [-1.3506, 1.7338, 5.2517], [-0.9919, 2.6848, 3.7957], [-0.0881, 1.2013, 4.1245], [-2.6369, -0.4243, 5.0534], [-1.2564, -0.9944, 4.1150], [-2.8991, -1.1374, 3.4551], [-1.0706, 4.0869, -1.0036], [0.6371, 4.1498, -0.5454], [-0.2958, 5.6524, -0.6793], [-2.8464, 4.7851, 0.7344], [-1.9577, 6.2838, 1.0912], [-2.3409, 5.1373, 2.3918], [1.2452, 4.4406, 1.9238], [0.0225, 5.0770, 3.0296], [0.6044, 6.0822, 1.6881], [-4.7085, 0.2376, 0.5089], [-3.5615, 0.0708, -0.8316], [-5.2763, 0.3588, -1.1690], [-5.7441, 2.5130, 0.9864], [-6.2662, 2.6540, -0.7034], [-5.2538, 3.9182, 0.0239], [-2.8655, 2.0852, -2.1649], [-3.5506, 3.6779, -1.7883], [-4.5551, 2.4401, -2.5688], [-0.2573, -4.4792, -1.7897], [0.7173, -3.7634, -1.6963], [1.0875, -3.0993, -0.6288], [1.6664, -3.5413, -2.8342], [1.8516, -4.5077, -3.8132], [2.7694, -4.3004, -4.8276], [3.5082, -3.1251, -4.8605], [3.3038, -2.1450, -3.9037], [2.3681, -2.3338, -2.8890], [2.1192, -1.0246, -1.6111], [2.3416, 0.4827, -2.6531], [2.9272, 1.6431, -2.1491], [2.8818, 2.8356, -2.8549], [2.2590, 2.8904, -4.0915], [1.7089, 1.7361, -4.6272], [1.7506, 0.5465, -3.9184], [3.7227, -1.2381, -0.7304], [4.8700, -0.5460, -1.1145], [6.0775, -0.7638, -0.4665], [6.1596, -1.6863, 0.5641], [5.0308, -2.4018, 0.9340], [3.8196, -2.1782, 0.2971], [1.2751, -5.4222, -3.7566], [2.9176, -5.0528, -5.5913], [4.2421, -2.9692, -5.6409], [3.8759, -1.2273, -3.9518], [3.4430, 1.6060, -1.2039], [3.3301, 3.7266, -2.4323], [2.2125, 3.8231, -4.6384], [1.2391, 1.7607, -5.6023], [1.3310, -0.3443, -4.3695], [4.8283, 0.1665, -1.9281], [6.9582, -0.2155, -0.7769], [7.1020, -1.8560, 1.0694], [5.0809, -3.1313, 1.7321], [2.9637, -2.7663, 0.5833]],
  "forces_ev_per_a": [[-0.056, -0.405, -1.224], [-0.083, -0.075, -0.052], [0.148, 0.065, 0.084], [-0.067, 0.001, -0.092], [0.212, 0.066, 0.358], [0.455, 0.376, -0.057], [0.151, 0.082, 0.315], [-0.124, -0.031, -0.136], [0.210, 0.185, -0.255], [-0.183, -0.080, 0.177], [0.270, 0.125, -0.024], [-0.250, -0.149, -0.136], [0.325, 0.079, 0.204], [-0.569, -0.076, -0.561], [-0.309, 0.013, -0.007], [0.046, 0.100, -0.037], [-0.065, 0.056, -0.160], [0.048, -0.053, 0.071], [0.418, -0.228, 0.210], [-0.484, -0.458, -0.149], [0.118, -0.044, 0.123], [0.015, 0.504, -0.341], [0.002, -0.287, 0.229], [-0.273, 0.255, -0.319], [0.435, 0.010, 0.313], [-0.303, -0.018, -0.446], [0.468, 0.060, 0.559], [-0.022, -0.002, 0.057], [0.017, -0.011, -0.004], [-0.053, 0.003, 0.036], [0.068, -0.017, 0.007], [-0.127, -0.028, 0.043], [0.036, 0.002, 0.065], [-0.048, -0.038, -0.007], [0.026, -0.052, 0.029], [-0.083, -0.024, -0.061], [0.042, 0.013, -0.047], [0.123, 0.000, -0.067], [-0.024, 0.063, 0.039], [0.002, -0.046, -0.198], [0.029, -0.070, -0.157], [-0.295, 0.288, 0.399], [0.253, -0.711, -0.331], [-0.179, -0.203, 0.420], [0.218, 0.314, 0.200], [-0.068, 0.095, -0.016], [-0.038, -0.127, 0.163], [0.069, -0.110, -0.050], [-0.095, -0.028, -0.080], [-0.140, 0.080, -0.288], [-0.098, -0.073, 0.055], [0.106, 0.099, 0.028], [0.060, -0.071, 0.020], [0.056, -0.034, 0.181], [0.017, 0.014, 0.024], [-0.011, 0.048, -0.011], [-0.068, 0.008, 0.044], [-0.006, -0.033, 0.000], [0.027, 0.046, 0.038], [0.006, -0.004, 0.019], [0.010, -0.001, -0.004], [0.110, -0.158, -0.059], [0.005, -0.098, -0.049], [0.010, 0.046, -0.059], [0.010, -0.032, -0.042], [0.007, 0.006, -0.026], [-0.032, 0.066, 0.003], [0.002, 0.011, 0.027], [-0.011, 0.010, 0.005], [0.026, 0.030, -0.008], [0.016, -0.009, 0.008], [0.005, 0.006, 0.032], [-0.023, -0.020, -0.019], [0.005, -0.032, 0.000], [-0.006, -0.001, 0.012], [-0.002, 0.003, -0.003], [-0.034, 0.034, 0.016], [-0.016, 0.001, 0.002], [0.033, -0.015, -0.059], [-0.026, 0.001, -0.021], [-0.007, 0.012, 0.003], [0.129, -0.024, -0.048], [-0.177, -0.232, 0.122], [-0.494, 0.662, 0.686], [0.050, 0.252, -0.047], [-0.067, -0.058, -0.001], [0.020, -0.007, -0.015], [0.008, -0.012, -0.046], [-0.014, 0.045, 0.016], [-0.282, -0.148, 0.025], [0.559, -0.122, 0.118], [-0.129, 0.028, 0.126], [-0.099, -0.016, -0.014], [0.006, 0.051, 0.018], [0.007, 0.017, 0.005], [-0.039, 0.002, -0.053], [0.045, 0.035, 0.030], [-0.026, 0.138, 0.037], [0.006, 0.003, -0.038], [0.028, 0.031, -0.039], [0.016, -0.048, 0.029], [-0.010, 0.052, 0.041], [0.091, 0.005, -0.069], [-0.022, 0.028, 0.026], [0.010, -0.022, 0.029], [0.001, 0.017, 0.011], [0.001, 0.000, -0.013], [-0.060, 0.114, 0.152], [0.027, -0.025, -0.014], [0.006, -0.009, -0.006], [0.013, -0.006, -0.001], [0.068, 0.038, -0.041], [0.096, -0.095, 0.034], [-0.014, 0.008, -0.003], [-0.006, 0.001, -0.007], [-0.009, 0.001, -0.006], [-0.176, -0.026, -0.003]]
}

***

{
  "formula": "C49H54N8O4SeY",
  "method": "wB97M-V/def2-TZVPD",
  "fmax_ha_per_bohr": 0.0326,
  "e_lumo_ev": [1.439, 1.372],
  "gap_ev": [5.029, 3.939],
  "total_charge": -1,
  "relative_energy_ev": 0.245,
  "e_homo_ev": [-3.59, -2.57],
  "elements": ["Y", "N", "C", "C", "C", "C", "C", "C", "C", "C", "N", "C", "H", "H", "H", "H", "H", "H", "H", "H", "C", "O", "C", "C", "C", "C", "C", "C", "O", "C", "O", "C", "H", "H", "H", "H", "H", "H", "H", "H", "H", "C", "C", "C", "C", "C", "C", "C", "O", "C", "C", "C", "H", "H", "H", "H", "H", "H", "H", "H", "H", "H", "H", "H", "N", "C", "C", "C", "C", "C", "C", "H", "H", "H", "H", "H", "Se", "C", "C", "C", "N", "C", "C", "H", "H", "H", "H", "C", "C", "C", "C", "N", "N", "H", "H", "H", "H", "H", "H", "H", "H", "H", "H", "H", "H", "N", "C", "C", "C", "C", "N", "C", "C", "H", "H", "H", "H"],
  "xyz": [[-0.6502, 0.9205, -0.9424], [1.6315, -0.0597, -0.2267], [2.6612, 0.7224, -0.8061], [3.9410, 0.2348, -1.0272], [4.9495, 1.0772, -1.4874], [4.7218, 2.4244, -1.6378], [3.4475, 2.9638, -1.3885], [3.1790, 4.3436, -1.4275], [1.9045, 4.7808, -1.1399], [0.9003, 3.8487, -0.9060], [1.1028, 2.5331, -0.8772], [2.3818, 2.0936, -1.0337], [1.9497, -1.0226, -0.1239], [1.4095, 0.3416, 0.7023], [4.1595, -0.8050, -0.8296], [5.9307, 0.6775, -1.6979], [5.5187, 3.0952, -1.9200], [3.9844, 5.0319, -1.6433], [1.6709, 5.8356, -1.1085], [-0.1058, 4.1939, -0.7051], [-2.0646, 5.1414, 4.4197], [-2.6167, 5.8342, 3.3216], [-2.5997, 5.2034, 2.1148], [-3.0891, 5.9515, 1.0214], [-3.0770, 5.4154, -0.2339], [-2.5740, 4.1237, -0.5040], [-2.4778, 3.5770, -1.8300], [-3.3008, 4.1692, -2.9617], [-1.7468, 2.6095, -2.1339], [-2.0924, 3.3485, 0.6143], [-1.6669, 2.1491, 0.5064], [-2.1494, 3.9279, 1.9072], [-2.0827, 5.8424, 5.2549], [-1.0328, 4.8304, 4.2220], [-2.6610, 4.2563, 4.6725], [-3.4460, 6.9527, 1.2028], [-3.4177, 6.0309, -1.0528], [-3.9815, 4.9517, -2.6461], [-3.8738, 3.3562, -3.4071], [-2.6254, 4.5514, -3.7265], [-1.7550, 3.3121, 2.6994], [5.3713, -4.1048, -2.2416], [4.2954, -3.1257, -2.6053], [2.9741, -3.3524, -2.2424], [1.9659, -2.4536, -2.5239], [0.5439, -2.9100, -2.2598], [2.2698, -1.2049, -3.1482], [1.3394, -0.1370, -3.2440], [0.1903, -0.0613, -2.6717], [3.6051, -1.0400, -3.6458], [3.9800, 0.1267, -4.5200], [4.5702, -1.9827, -3.3572], [4.9568, -4.9298, -1.6643], [6.1466, -3.6227, -1.6443], [5.8465, -4.5108, -3.1358], [2.7194, -4.2761, -1.7422], [0.4674, -3.9616, -2.5483], [-0.1305, -2.3266, -2.8872], [0.0486, -1.8148, -0.5839], [1.6345, 0.7138, -3.8726], [3.4916, 0.0340, -5.4928], [5.0553, 0.1507, -4.6846], [3.6830, 1.0776, -4.0837], [5.5826, -1.8286, -3.7136], [0.0972, -2.7820, -0.8872], [0.3813, -3.6757, 0.1188], [0.3321, -5.0625, -0.0640], [0.5293, -5.9183, 1.0044], [0.7817, -5.4327, 2.2766], [0.8376, -4.0615, 2.4691], [0.6464, -3.2006, 1.4105], [0.1168, -5.4763, -1.0405], [0.4742, -6.9869, 0.8482], [0.9363, -6.1061, 3.1089], [1.0441, -3.6561, 3.4512], [0.6901, -2.1365, 1.5842], [0.7119, 1.6777, 2.4576], [1.8317, 0.5997, 3.5601], [1.7151, 0.6413, 4.9499], [2.5046, -0.1967, 5.7086], [3.3791, -1.0591, 5.2053], [3.5063, -1.0730, 3.8864], [2.7800, -0.2740, 3.0281], [1.0190, 1.3270, 5.4121], [2.4373, -0.1850, 6.7903], [4.2383, -1.7674, 3.4925], [2.9732, -0.3165, 1.9666], [-4.2549, -1.3680, 2.1264], [-2.8858, -2.0194, 2.3856], [-2.2619, -1.4378, 3.6569], [-3.0444, -3.5325, 2.5483], [-1.9634, -1.8349, 1.2598], [-1.4448, -0.5157, 1.0949], [-4.9064, -1.4870, 2.9895], [-4.7362, -1.8251, 1.2624], [-4.1457, -0.3017, 1.9322], [-2.8537, -1.7298, 4.5218], [-2.2268, -0.3508, 3.6240], [-1.2515, -1.8208, 3.7818], [-3.7043, -3.7594, 3.3828], [-2.0695, -3.9775, 2.7284], [-3.4581, -3.9708, 1.6430], [-2.4246, -2.1128, 0.3957], [-0.7586, -0.3713, 1.8464], [-2.1681, 0.1923, 1.2849], [-7.5428, -1.1604, -3.8071], [-6.5254, -0.9430, -3.2999], [-5.3017, -0.6692, -2.6993], [-5.1650, 0.3108, -1.6864], [-3.9341, 0.5613, -1.1471], [-2.7864, -0.0684, -1.5108], [-2.9331, -1.0255, -2.4612], [-4.1167, -1.3544, -3.0619], [-6.0365, 0.8496, -1.3449], [-3.8389, 1.3060, -0.3660], [-2.0304, -1.5556, -2.7303], [-4.1581, -2.1330, -3.8095]],
  "forces_ev_per_a": [[-1.153, -1.212, 0.118], [0.262, -0.027, -0.237], [0.684, -0.218, 0.304], [-0.915, 0.140, 0.359], [0.194, 0.787, -0.116], [0.275, -0.391, 0.011], [-0.273, -0.142, 0.111], [-0.633, -0.023, 0.204], [0.852, 0.249, -0.226], [-0.270, -0.885, 0.169], [0.623, 1.365, -0.018], [0.323, 0.020, -0.175], [-0.216, 0.116, -0.071], [0.027, 0.058, 0.305], [-0.071, -0.125, -0.009], [0.064, -0.088, 0.035], [0.126, 0.054, -0.080], [0.008, 0.083, -0.047], [-0.047, -0.001, -0.019], [-0.024, -0.085, -0.114], [0.147, -0.215, 0.310], [-0.113, -0.041, -0.650], [-0.105, 0.106, -0.079], [-0.015, 0.212, 0.045], [0.006, 0.040, 0.045], [0.388, -0.533, 0.595], [-0.209, -0.133, -0.611], [0.238, -0.139, 0.180], [-0.103, 0.529, 0.150], [-0.694, 0.869, 0.017], [-0.169, 0.279, 0.193], [0.293, -0.230, 0.207], [-0.002, -0.097, -0.077], [-0.105, 0.023, 0.004], [0.080, 0.093, -0.042], [-0.046, 0.115, -0.016], [-0.075, 0.031, -0.043], [-0.029, 0.001, -0.009], [0.019, -0.052, 0.020], [0.031, 0.014, -0.043], [0.040, -0.065, 0.132], [0.007, 0.080, -0.075], [-0.043, -0.101, 0.107], [0.247, 0.077, -0.018], [-0.182, 0.048, -0.005], [0.034, 0.060, -0.177], [-0.265, -0.169, -0.133], [1.040, 0.021, -1.012], [-0.539, -0.141, 0.036], [0.070, -0.063, -0.191], [-0.145, -0.148, 0.087], [-0.146, 0.031, 0.035], [0.053, -0.043, 0.016], [0.087, -0.054, 0.047], [0.087, -0.079, -0.013], [-0.063, -0.173, 0.075], [-0.063, 0.111, -0.017], [0.027, -0.250, 0.013], [0.069, -0.443, 0.031], [-0.103, -0.124, 0.162], [-0.055, 0.102, -0.037], [0.070, -0.011, 0.000], [0.002, 0.149, 0.036], [0.065, 0.072, -0.071], [-0.410, 0.715, -0.158], [0.108, -0.311, 0.435], [0.028, 0.129, -0.203], [0.049, -0.120, 0.123], [0.005, -0.113, 0.139], [0.098, 0.017, 0.059], [0.134, -0.018, -0.137], [-0.025, 0.029, -0.029], [-0.001, -0.076, -0.078], [-0.010, -0.049, -0.010], [0.016, 0.040, 0.045], [0.018, 0.168, 0.011], [0.197, -0.046, 0.276], [-0.312, 0.412, -0.364], [0.078, -0.072, -0.084], [-0.109, 0.078, 0.224], [0.297, -0.277, 0.311], [0.137, -0.131, -0.185], [0.016, 0.054, 0.194], [-0.046, -0.026, 0.038], [-0.073, 0.044, 0.101], [0.069, -0.076, -0.087], [-0.001, -0.031, -0.043], [0.325, -0.123, 0.008], [-0.284, 0.030, 0.264], [-0.110, -0.102, -0.274], [0.114, 0.291, -0.070], [-0.012, -0.056, -0.363], [-0.114, -0.004, 0.463], [-0.095, 0.004, 0.108], [-0.043, 0.008, -0.085], [-0.055, 0.131, -0.030], [-0.057, -0.032, 0.080], [0.075, 0.117, 0.051], [0.168, -0.011, 0.066], [-0.116, -0.037, 0.058], [0.105, -0.112, 0.022], [-0.082, -0.097, -0.121], [0.139, 0.190, -0.012], [-0.143, 0.136, -0.269], [0.230, -0.162, -0.124], [-0.458, -0.115, -0.210], [-0.129, 0.006, -0.067], [-0.021, 0.028, 0.015], [0.364, 0.289, 0.377], [-0.933, 0.320, 0.161], [0.670, 0.230, 0.152], [-0.307, -0.718, -0.621], [0.652, -0.113, 0.093], [0.010, 0.100, 0.109], [0.005, 0.082, 0.036], [0.051, -0.003, -0.100], [0.124, -0.055, -0.026]]
}